Formula: C26H28Cl2N5O2
Source: OMol25
Level of theory: wB97M-V/def2-TZVPD

Calculated values
Largest force on an atom: 0.9 eV/Å
Orbital gap: 7.086 eV
Lowest unoccupied orbital energy: -2.637 eV
Total energy: -2352.04393 hartree
SMILES: CC[NH+](CC)CCOc1ccc(Nc2ncc3cc(-c4c(Cl)cccc4Cl)c(=O)n(C)c3n2)cc1
HOMO level: -9.72 eV
Energy relative to the best compared isomer or geometry (same formula, charge and spin): 0.0 kcal per mole

```
! wB97M-V def2-TZVPD RIJCOSX def2/J DEFGRID3
* xyz 1 1
C 3.10455 3.76900 2.33669
C 2.31803 4.99238 1.90139
N 1.67837 5.75409 3.02440
C 2.64747 6.23372 4.05124
C 3.71682 7.14309 3.47076
C 0.55279 5.01336 3.65317
C -0.67831 4.92491 2.73290
O -0.48479 4.09969 1.62317
C -0.66174 2.72375 1.74954
C -0.92272 2.05493 2.93528
C -1.08273 0.68045 2.92457
C -0.98169 -0.05094 1.74133
N -1.16091 -1.41661 1.79972
C -1.19981 -2.35836 0.81604
N -1.45673 -3.59029 1.28528
C -1.52562 -4.56354 0.40759
C -1.34362 -4.35676 -0.96284
C -1.42492 -5.35441 -1.96998
C -1.23162 -5.02517 -3.26594
C -1.32382 -6.01593 -4.35500
C -2.32823 -5.91676 -5.31633
Cl -3.50913 -4.67301 -5.15924
C -2.41437 -6.81464 -6.36681
C -1.48370 -7.83379 -6.46568
C -0.47943 -7.96377 -5.52231
C -0.40708 -7.05732 -4.47812
Cl 0.86021 -7.20657 -3.31394
C -0.90137 -3.65981 -3.67638
O -0.65391 -3.33093 -4.81768
N -0.86177 -2.71302 -2.64674
C -0.57401 -1.33854 -2.99942
C -1.06747 -3.02329 -1.34559
N -0.99545 -2.03409 -0.45147
C -0.70130 0.63349 0.55621
C -0.54423 2.00154 0.56587
H 3.49469 3.29110 1.44205
H 3.95128 4.02034 2.96883
H 2.48250 3.03602 2.84261
H 2.97304 5.68220 1.36868
H 1.51506 4.68576 1.22813
H 1.27472 6.59113 2.58681
H 3.09583 5.36384 4.53173
H 2.08005 6.78489 4.80433
H 4.28728 7.57558 4.28813
H 3.27494 7.96225 2.90747
H 4.41462 6.60809 2.83387
H 0.26201 5.53363 4.56748
H 0.90077 4.01293 3.91202
H -1.53811 4.59892 3.32909
H -0.90941 5.91700 2.32738
H -1.02516 2.57356 3.87667
H -1.29601 0.17051 3.85216
H -1.35465 -1.81293 2.71090
H -1.73475 -5.55014 0.79922
H -1.65681 -6.36959 -1.68256
H -3.20279 -6.71246 -7.09499
H -1.54203 -8.53432 -7.28366
H 0.24735 -8.75694 -5.59395
H -0.45490 -1.29835 -4.08088
H 0.34405 -1.01376 -2.50984
H -1.39777 -0.69747 -2.68648
H -0.62195 0.07446 -0.35898
H -0.34167 2.53689 -0.34794
*
```

Löwdin population analysis, charges in e, atoms 1 to 2: number 1, C, carries -0.038; number 2, C, carries -0.150

***

Formula: C41H67NPS4Si2Y
Source: OMol25
Level of theory: wB97M-V/def2-TZVPD

Calculated values
Largest force on an atom: 1.6 eV/Å
Orbital gap: 7.498 eV
Lowest unoccupied orbital energy: 0.048 eV
Total energy: -4208.84911 hartree
HOMO level: -7.45 eV

```
! wB97M-V def2-TZVPD RIJCOSX def2/J DEFGRID3
* xyz 0 1
Y 0.64661 0.55612 -1.32722
C -1.17152 6.48008 0.26065
C -0.25315 5.40317 -0.33235
C 1.03561 6.05562 -0.82081
C -0.04603 4.29882 0.68913
C -1.14120 3.54610 1.09854
C -1.06873 2.64389 2.15469
C -2.36069 2.01023 2.65299
C -3.18503 1.33303 1.55335
C -3.22033 3.06727 3.35658
C 0.17311 2.45822 2.80363
C 1.29789 3.17370 2.37063
C 1.16846 4.07757 1.32015
C 2.59653 3.08421 3.13281
C 2.64708 4.16242 4.21827
C 3.83649 3.13900 2.24645
C 0.17384 1.61637 4.05902
C -0.46269 2.18454 5.16623
C -0.80962 1.43028 6.27204
C -0.54923 0.06766 6.26982
C 0.14650 -0.49027 5.21189
C 0.58180 0.26972 4.11970
P 1.73715 -0.41285 2.85282
C 0.77544 -1.85122 2.15131
C 1.44618 -2.33333 0.86056
C -0.57648 -1.24865 1.76926
C 0.55525 -3.07978 3.03429
C 3.21280 -1.03504 3.89632
C 3.97212 0.22141 4.32815
C 2.98756 -1.87115 5.16196
C 4.13688 -1.84344 2.98224
H -1.36005 7.26918 -0.46984
H -0.70159 6.93141 1.13803
H -2.13121 6.06679 0.57086
H -0.77595 4.96193 -1.18872
H 1.49121 6.65307 -0.02587
H 0.82111 6.72923 -1.65208
H 1.77471 5.33100 -1.15939
H -2.09402 3.69515 0.59990
H -2.11162 1.24149 3.38558
H -3.46065 2.03045 0.76085
H -4.10750 0.93087 1.97928
H -2.64690 0.50677 1.08821
H -3.70997 3.71036 2.62054
H -2.62620 3.70690 4.01055
H -3.99975 2.59232 3.95549
H 2.03404 4.65800 1.02401
H 2.59804 2.12143 3.62406
H 2.58610 5.15888 3.77301
H 3.58230 4.09771 4.77916
H 1.82049 4.05765 4.92260
H 3.91756 4.08333 1.70290
H 3.83730 2.32815 1.51319
H 4.73501 3.04227 2.86004
H -0.74096 3.23075 5.11646
H -1.31899 1.89305 7.10771
H -0.86829 -0.55732 7.09443
H 0.36583 -1.54763 5.24484
H 0.83443 -3.12023 0.41663
H 2.45420 -2.71676 1.00326
H 1.49946 -1.56201 0.07617
H -0.46083 -0.24108 1.33976
H -1.22628 -1.13501 2.63901
H -1.07718 -1.86372 1.01870
H 1.49809 -3.54924 3.32013
H -0.01812 -3.82155 2.47017
H -0.01662 -2.84832 3.93467
H 3.36757 0.85241 4.98145
H 4.30437 0.80910 3.47224
H 4.85702 -0.08226 4.89623
H 2.53928 -1.28804 5.96346
H 3.96856 -2.19980 5.51875
H 2.38447 -2.76631 4.99497
H 4.35163 -1.31351 2.05974
H 3.72177 -2.82404 2.74379
H 5.08536 -2.01284 3.50060
S -1.61281 1.89577 -1.62459
S -2.80771 0.21240 -1.29919
S -2.20681 -1.20519 -2.63088
S -0.40223 -1.84547 -1.83248
C 1.45009 3.42048 -3.08722
Si 3.02315 2.38026 -3.00679
C 4.05057 2.72633 -4.53869
C 3.99333 2.94442 -1.49873
C 2.55550 0.58921 -2.82564
C 1.72396 0.22755 -4.00671
C 2.25996 -0.29174 -5.18854
C 1.39420 -0.52450 -6.23954
C 0.04188 -0.21721 -6.09649
C -0.40204 0.29283 -4.89255
N 0.42399 0.50083 -3.86338
Si 3.90463 -0.61070 -2.40049
C 4.38018 -0.40654 -0.58675
C 3.33917 -2.38635 -2.66861
C 5.52951 -0.41872 -3.33907
H 1.66327 4.41495 -3.48816
H 1.01184 3.58307 -2.09279
H 0.67566 2.96978 -3.70919
H 4.25813 3.79696 -4.62132
H 3.52615 2.41861 -5.44708
H 5.00612 2.20003 -4.51131
H 4.42802 3.93527 -1.66107
H 4.81320 2.26423 -1.25859
H 3.35472 3.01428 -0.61108
H 3.31990 -0.48954 -5.26775
H 1.76222 -0.92479 -7.17663
H -0.65627 -0.36821 -6.90772
H -1.43841 0.55581 -4.73272
H 3.60129 0.00204 0.06768
H 5.25361 0.24080 -0.47049
H 4.65085 -1.38585 -0.19225
H 2.26453 -2.52553 -2.52733
H 3.86545 -3.05416 -1.98067
H 3.57067 -2.71776 -3.68419
H 5.89533 0.61035 -3.32403
H 5.44650 -0.73148 -4.38298
H 6.29732 -1.04421 -2.87304
*
```

Löwdin population analysis, charges in e, atoms 1 to 2: number 1, Y, carries 1.085; number 2, C, carries -0.059

***

Formula: C2H6N4O2
Source: OMol25
Level of theory: wB97M-V/def2-TZVPD

Calculated values
Largest force on an atom: 3.6 eV/Å
Orbital gap: 9.072 eV
Lowest unoccupied orbital energy: 0.495 eV
Total energy: -449.16653 hartree
HOMO level: -8.58 eV
Energy relative to the best compared isomer or geometry (same formula, charge and spin): 97.0 kcal per mole

```
! wB97M-V def2-TZVPD RIJCOSX def2/J DEFGRID3
* xyz 0 1
N -0.75768 -0.66543 -0.73238
C -0.84982 1.27087 -0.76002
C -0.75729 0.07004 0.62636
N 0.33511 -1.29357 -1.34432
N 1.54652 0.36734 0.79591
O -1.96050 -0.09838 1.22432
N 0.26535 0.36427 1.34909
O 0.10108 1.68870 -1.30315
H -1.81503 -0.03382 2.18122
H -1.63394 -1.16997 -0.82755
H 0.98660 -1.63427 -0.63354
H 0.82069 -0.58963 -1.91104
H 1.58555 0.84164 -0.11440
H 2.13338 0.88220 1.44949
*
```

Löwdin population analysis, charges in e, atoms 1 to 2: number 1, N, carries -0.087; number 2, C, carries -0.056